{
  "formula": "C2H5N2S3",
  "method": "ωB97M-V/def2-TZVPD",
  "homo_ha": [-0.4566, -0.4566],
  "total_energy_ev": -37630.9948,
  "relative_energy_kcal_mol": 59.50,
  "e_lumo_ha": [-0.2173, -0.2173],
  "molar_mass_g_mol": 153.28,
  "charge": 1,
  "elements": ["H", "S", "C", "H", "N", "H", "C", "N", "H", "S", "S", "H"],
  "xyz": [[1.062, 0.505, 0.081], [-0.139, -2.591, 0.602], [-1.115, -0.701, -0.962], [-1.908, -1.303, -1.549], [-0.268, -1.141, -0.145], [1.147, -2.337, 0.960], [0.748, 1.483, 0.495], [-1.117, 0.685, -1.174], [2.372, 0.647, 1.816], [-0.706, 2.019, -0.195], [1.401, 1.703, 2.067], [-1.477, 1.031, -1.996]]
}